Entry 1:
A cluster of 6 separate species, C5H22O5S2 in total at a distorted geometry, computed with ωB97M-V/def2-TZVPD.

LUMO = 0.00 eV
Kohn-Sham gap = 8.91 eV
multiplicity = 1
E_HOMO = -0.3274 Eh
maximum force = 0.1117 Eh/bohr
energy = -1376.26067 a.u.
energy relative to the best compared isomer or geometry (same formula, charge and spin) = 22.2 kcal/mol
structure (SMILES) = CCCSSCC.O.O.O.O.O

The geometry in XYZ format:
```
34
Properties=species:S:1:pos:R:3:forces:R:3:nbo_charge:R:1
C -2.569866 -1.310377 -1.040912 0.166 0.129 0.983 -0.624
C -1.711373 -1.404467 -2.321889 -0.504 1.553 0.742 -0.423
C -0.332028 -0.771702 -2.155913 0.678 -0.706 -0.149 -0.551
S -0.303387 0.996992 -2.559987 0.501 -0.053 -0.755 0.083
S -0.439276 2.113655 -0.906515 0.091 0.096 0.984 0.074
C 1.259531 2.295459 -0.199073 0.205 -0.968 -0.162 -0.522
C 1.120775 3.045597 1.109885 1.248 0.298 0.216 -0.643
H -3.543957 -0.870146 -1.283373 0.136 -0.109 0.276 0.214
H -2.749092 -2.326673 -0.577118 0.258 1.181 -0.458 0.222
H -2.071222 -0.650889 -0.251721 -0.724 -0.958 -1.103 0.209
H -1.601013 -2.405718 -2.562831 0.452 -2.138 -0.435 0.205
H -2.256253 -0.993632 -3.188508 0.380 0.229 0.344 0.210
H 0.392091 -1.251455 -2.859272 -0.533 0.491 0.102 0.205
H 0.131891 -0.973999 -1.172131 -0.596 0.286 -0.268 0.233
H 1.879232 2.816610 -0.941667 -0.121 -0.158 0.239 0.212
H 1.688140 1.266756 0.009820 -0.530 1.207 -0.362 0.205
H 2.082888 3.219076 1.613046 0.070 -0.178 -0.444 0.221
H 0.671889 4.013677 1.069013 -0.455 0.695 -0.571 0.214
H 0.578388 2.490681 1.822163 -0.840 -0.842 0.712 0.240
O 1.508814 -1.230579 0.831775 -1.679 1.481 -0.845 -0.982
H 2.004365 -0.982313 0.050898 0.547 0.227 -0.802 0.509
H 2.023637 -1.849826 1.268106 1.578 -1.952 1.458 0.484
O -2.169958 0.301836 2.080188 -0.378 -2.927 4.425 -0.962
H -1.280179 0.512171 2.349702 1.081 0.344 0.280 0.492
H -2.312525 0.764059 1.345861 -1.071 3.026 -4.765 0.463
O 0.443142 0.343590 2.734820 0.240 1.543 0.350 -0.981
H 0.878525 -0.065419 1.984584 0.254 -0.221 -0.477 0.495
H 0.215791 -0.401670 3.268467 -0.271 -0.951 0.638 0.488
O -0.784860 -2.013681 2.041852 0.378 -2.284 1.551 -1.001
H -0.193840 -1.888162 1.319613 0.232 0.545 -0.934 0.479
H -1.506674 -1.410145 2.045119 -0.914 1.053 -0.558 0.496
O 2.971127 -0.655861 -1.337695 1.050 1.469 0.538 -0.971
H 3.386158 0.256778 -1.431514 -1.051 -1.913 -0.361 0.508
H 2.589117 -0.980218 -2.154794 0.121 0.507 -0.387 0.498
```
Positions in Å, forces in eV/Å.

---

Entry 2:
A cluster of 6 separate species, C5H22O6 in total, computed with ωB97M-V/def2-TZVPD.

LUMO = 0.17 eV
Kohn-Sham gap = 10.45 eV
multiplicity = 1
E_HOMO = -0.3777 Eh
maximum force = 0.0151 Eh/bohr
energy = -655.13660 a.u.
energy relative to the best compared isomer or geometry (same formula, charge and spin) = 2.5 kcal/mol
structure (SMILES) = CCCCCO.O.O.O.O.O

The geometry in XYZ format:
```
33
Properties=species:S:1:pos:R:3:forces:R:3:nbo_charge:R:1
C -1.240068 2.007252 -0.464210 0.200 -0.416 -0.300 -0.615
C 0.225977 1.655417 -0.195190 -0.356 -0.163 0.551 -0.414
C 0.607549 0.250405 -0.664883 -0.361 -0.135 -0.066 -0.411
C 0.116369 -0.867590 0.273541 0.714 0.052 0.300 -0.433
C 1.053475 -1.066126 1.470088 -0.165 0.187 0.049 -0.064
O 2.327416 -1.529804 1.053285 0.406 -0.054 -0.008 -0.735
H -1.503302 2.995486 -0.113453 -0.071 0.200 0.260 0.224
H -1.940980 1.274895 -0.044025 0.051 0.088 0.166 0.171
H -1.425393 1.997337 -1.534742 -0.027 0.031 -0.274 0.206
H 0.419196 1.722310 0.880314 0.084 0.077 -0.080 0.200
H 0.856707 2.433267 -0.618618 0.107 -0.084 -0.255 0.220
H 1.685029 0.161500 -0.773270 0.075 0.018 -0.099 0.221
H 0.210196 0.053277 -1.665151 0.050 0.147 -0.075 0.204
H 0.081560 -1.840050 -0.224763 -0.149 0.161 -0.212 0.224
H -0.880386 -0.655376 0.655350 -0.334 0.006 0.007 0.175
H 0.683290 -1.852443 2.126320 -0.157 0.001 -0.009 0.184
H 1.130797 -0.156677 2.085549 0.115 -0.097 -0.187 0.166
H 2.847314 -0.819077 0.658319 -0.210 0.023 0.131 0.475
O -1.009645 1.249528 2.979685 0.132 -0.453 -0.388 -0.945
H -1.834229 1.638930 3.267612 -0.362 0.095 0.021 0.486
H -1.142595 0.956385 2.061762 -0.059 0.178 0.421 0.486
O 2.438879 -2.031321 -1.877807 -0.390 -0.203 -0.187 -0.981
H 1.552559 -2.286791 -2.204623 0.399 0.101 0.108 0.493
H 2.425144 -2.251243 -0.937296 -0.034 -0.034 -0.022 0.476
O -2.642752 -1.356390 -2.426890 -0.225 -0.253 0.007 -0.938
H -3.225709 -1.910018 -1.893587 -0.003 -0.025 -0.108 0.483
H -2.355612 -0.671108 -1.824237 0.157 0.416 0.195 0.482
O -0.310266 -2.806010 -2.871933 -0.320 0.318 0.268 -0.990
H -0.341696 -3.142454 -3.769133 0.020 -0.031 -0.123 0.475
H -1.132170 -2.273862 -2.757144 0.499 -0.364 -0.165 0.498
O 0.791840 3.312907 2.832075 0.102 -0.140 0.277 -0.976
H 1.370238 3.239427 3.604881 -0.214 0.034 -0.292 0.465
H 0.161269 2.568018 2.912175 0.328 0.319 0.088 0.487
```
Positions in Å, forces in eV/Å.

---

Entry 3:
A cluster of 7 separate species, C5H23BrN10O6 in total at a distorted geometry, computed with ωB97M-V/def2-TZVPD.

LUMO = -2.20 eV
Kohn-Sham gap = 3.40 eV
multiplicity = 1
E_HOMO = -0.2057 Eh
maximum force = 0.1479 Eh/bohr
energy = -3777.23333 a.u.

The geometry in XYZ format:
```
45
Properties=species:S:1:pos:R:3:forces:R:3:nbo_charge:R:1
O 0.816826 1.988025 -0.297848 -0.970 0.042 0.619 -0.734
H 1.179026 1.635415 -1.113988 0.817 0.029 -1.234 0.585
H 0.503966 1.257275 0.240402 -0.776 -0.907 0.352 0.562
H 1.428186 2.451425 0.279292 1.084 0.980 -0.032 0.576
Br 2.006006 4.393245 -5.379858 -0.050 -0.162 0.336 -0.988
C 4.471296 7.205105 1.468522 -0.310 -1.843 2.941 0.748
O 3.895986 6.167485 1.735612 -0.099 -1.651 1.418 -0.711
N 5.313916 7.878895 2.236402 1.253 0.103 2.149 -0.838
N 4.260746 7.738325 0.347702 -0.971 2.204 -5.204 -0.807
H 5.412276 8.866705 2.050222 0.198 -0.264 0.685 0.390
H 5.372476 7.449855 3.148862 0.311 0.853 0.187 0.407
H 4.895786 8.469885 0.061952 -0.394 -0.432 -0.921 0.385
H 3.860856 6.989815 -0.199948 -0.051 0.939 -1.310 0.425
C 0.363126 -2.192205 5.709012 1.300 0.393 -0.815 0.743
O 0.788306 -1.474245 4.856452 0.529 2.238 -2.302 -0.675
N -0.726784 -2.884735 5.639482 -4.761 -2.268 -0.987 -0.823
N 1.021576 -2.452095 6.792982 2.674 -0.881 4.583 -0.818
H -1.362974 -2.738525 4.868772 0.301 -0.074 0.147 0.405
H -0.946214 -3.637125 6.276542 0.021 0.355 -0.215 0.384
H 0.639456 -3.079795 7.485872 0.240 0.314 -0.070 0.375
H 1.896006 -2.005875 7.030382 -0.309 -0.036 -0.401 0.408
C -3.524044 -3.954435 -4.066298 -0.609 -5.483 -5.238 0.726
O -3.781154 -4.760825 -4.978428 -0.724 0.687 -0.317 -0.705
N -3.339734 -2.709475 -4.244348 0.127 5.207 -0.033 -0.791
N -3.188564 -4.448415 -2.936158 0.933 -0.962 5.416 -0.802
H -3.229404 -2.209905 -3.373518 -0.047 0.860 -0.708 0.372
H -3.719394 -2.280885 -5.076378 0.159 0.075 0.334 0.421
H -3.353164 -5.432745 -2.780868 0.004 0.400 0.052 0.418
H -3.162934 -3.785965 -2.174188 0.148 -0.777 0.497 0.363
C 3.962446 -2.624315 -4.382368 -0.625 2.536 4.083 0.745
O 3.670436 -1.862235 -3.420838 0.158 -1.187 -1.518 -0.718
N 4.262666 -3.864105 -4.289728 0.600 -5.472 2.863 -0.813
N 4.124736 -2.286775 -5.595768 -0.197 4.528 -4.741 -0.815
H 4.738686 -4.328995 -5.049588 -0.080 -0.164 0.734 0.385
H 4.312596 -4.171685 -3.329008 0.204 -0.698 -0.387 0.403
H 4.311146 -2.908345 -6.369718 -0.141 0.570 0.267 0.395
H 4.049986 -1.281625 -5.660508 0.008 -0.044 -1.204 0.419
C -5.849914 -0.021475 1.637202 1.213 0.954 -0.396 0.742
O -4.743004 -0.144865 1.255012 4.320 -0.948 -1.446 -0.667
N -6.361854 1.133755 1.939482 -1.400 5.626 1.144 -0.826
N -6.740034 -0.911305 1.820392 -5.216 -4.834 1.030 -0.804
H -7.309004 1.252035 2.269672 0.435 0.132 -0.089 0.373
H -5.818434 1.980545 1.851442 -0.029 -0.393 -0.043 0.404
H -6.770674 -1.909095 1.666822 0.779 0.455 -0.198 0.411
H -7.631244 -0.495705 2.050852 -0.055 -0.998 -0.028 0.368
```
Positions in Å, forces in eV/Å.

---

Entry 4:
A cluster of 5 separate species, C5H23N2O5 in total at a distorted geometry, computed with ωB97M-V/def2-TZVPD.

LUMO (spin up / spin down) = 0.41 / 0.28 eV
Kohn-Sham gap (spin up / spin down) = 2.69 / 8.94 eV
multiplicity = 2
E_HOMO (spin up / spin down) = -0.0837 / -0.3183 Eh
<S²> = 0.751
maximum force = 0.0694 Eh/bohr
energy = -689.82559 a.u.
energy relative to the best compared isomer or geometry (same formula, charge and spin) = 37.6 kcal/mol

The geometry in XYZ format:
```
35
Properties=species:S:1:pos:R:3:forces:R:3:lowdin_spin:R:1
N 0.274525 2.036211 1.108146 0.250 -0.386 0.341 0.082
C 1.345025 0.934453 1.073846 -0.430 0.392 -0.704 0.079
C 2.123182 1.013393 -0.280237 1.438 -1.422 0.780 0.028
N 2.266993 -0.259020 -1.073338 -2.129 0.120 0.772 0.002
C 2.270176 -1.512432 -0.256876 0.363 0.686 -0.149 0.002
C 1.262451 -0.410120 -2.150698 2.007 -0.750 -1.234 0.011
C -0.083597 -0.950716 -1.798953 -2.761 0.057 2.258 0.027
O -1.225125 -0.050445 -2.024652 0.507 -0.137 -1.154 0.059
H -0.528372 1.763765 1.731821 0.135 0.239 -0.728 0.022
H 0.016447 2.344414 0.126112 -0.501 -0.485 0.678 0.022
H 0.558193 2.946122 1.502412 0.644 0.027 0.363 0.122
H 0.754351 -0.011879 1.070010 0.594 0.872 0.571 0.016
H 2.055639 1.062932 1.929724 -1.031 -0.343 -0.563 0.025
H 1.636085 1.729069 -0.918923 0.342 0.392 -0.272 0.011
H 3.189292 1.272104 -0.035161 -1.047 0.365 -0.306 0.007
H 1.775524 -2.346075 -0.775169 0.756 0.204 -0.274 0.001
H 3.330231 -1.651823 -0.050089 -0.118 -0.788 0.277 0.000
H 1.699304 -1.505724 0.682064 0.303 0.334 -0.088 0.002
H 1.822339 -1.120243 -2.824937 -0.948 0.513 0.210 0.001
H 1.159317 0.516224 -2.725386 0.025 0.008 0.266 0.007
H -0.369103 -1.981212 -2.062959 0.454 0.417 -0.738 0.004
H -0.269376 -1.015516 -0.712590 1.043 -0.132 -0.035 0.010
H -1.486270 -0.102765 -2.957265 0.077 0.070 0.240 0.008
H -1.855378 -3.677694 -0.089909 -0.035 0.181 0.088 0.004
H -0.775913 -4.726413 -0.240056 0.100 0.062 0.045 0.001
O -0.902457 -3.796068 -0.021522 -0.026 -0.199 -0.131 0.013
H -3.398151 -1.405549 3.133921 0.085 -0.039 -0.104 0.014
H -4.283896 -1.220589 1.914248 0.018 0.117 -0.110 0.013
O -3.368427 -1.134629 2.205859 -0.004 0.012 0.288 0.062
H -0.983733 2.056218 -1.602951 0.264 0.186 -0.033 0.021
H -0.802577 3.594568 -1.730290 -0.030 0.167 0.139 0.030
O -0.377326 2.800247 -1.384863 -0.361 -0.534 -0.504 0.134
H -2.439239 0.863334 2.765719 -0.385 0.103 0.129 0.019
H -2.423406 2.250105 3.557738 -0.192 -0.166 -0.024 0.027
O -1.966713 1.695754 2.915212 0.591 -0.140 -0.292 0.116
```
Positions in Å, forces in eV/Å.